Entry 1:
H12O6 | wB97M-V/def2-TZVPD

Geometry as XYZ:
```
18
Properties=species:S:1:pos:R:3
O 0.47 -0.66 -0.08
H 0.23 -1.31 0.58
H 0.84 0.08 0.42
O 0.21 2.66 -1.09
H 0.97 2.38 -0.56
H 0.56 3.33 -1.70
O -0.59 -3.70 1.33
H -1.21 -4.42 1.19
H 0.09 -3.81 0.65
O 2.54 2.26 0.59
H 2.32 3.18 0.77
H 3.29 2.05 1.16
O -2.20 -1.47 1.79
H -2.44 -1.31 0.87
H -1.61 -2.26 1.76
O -1.50 0.85 -2.45
H -1.15 0.88 -3.35
H -0.83 1.29 -1.91
```

Calculated values
HOMO-LUMO gap ... 0.386 Eh
SMILES ... O.O.O.O.O.O
ΔE to the lowest compared entry with this formula, charge and spin ... 128.26 kJ/mol
Lowest unoccupied orbital energy ... 0.24 eV
HOMO ... -0.378 hartree


Entry 2:
C6H13NO6P2 | wB97M-V/def2-TZVPD

Geometry as XYZ:
```
28
Properties=species:S:1:pos:R:3
C -2.04 -1.77 -1.26
C -2.89 -0.72 -0.52
C 0.02 -1.98 0.34
C 0.85 -0.14 -2.15
C 1.70 1.92 2.68
C -0.54 -1.70 -1.05
N -0.43 -0.35 -1.55
O 3.03 3.16 0.56
O -1.30 2.56 -0.10
O -2.57 -2.57 -2.08
O 3.23 0.65 0.85
O -0.92 0.76 1.63
O 1.00 1.70 0.06
P 2.43 1.87 0.98
P -0.51 1.43 0.32
H -2.71 -0.95 0.53
H -2.68 0.32 -0.74
H -3.95 -0.93 -0.78
H -0.69 -1.71 1.01
H 0.31 -3.12 0.53
H 1.00 -1.33 0.51
H 0.70 0.86 -2.60
H 1.71 -0.30 -1.48
H 0.86 -0.80 -3.02
H 2.16 1.22 3.31
H 1.70 2.92 3.08
H 0.63 1.46 2.67
H -0.09 -2.45 -1.72
```

Calculated values
HOMO-LUMO gap (alpha / beta) ... 0.120 / 0.253 Eh
Charge ... -2
Multiplicity ... 3
Lowest unoccupied orbital energy (alpha / beta) ... 5.49 / 5.03 eV
HOMO (alpha / beta) ... 0.081 / -0.068 hartree


Number 1: maximum force 0.73 eV/Å. Number 2: maximum force 4.89 eV/Å.